[1]
A single C23H24F2N4O2S molecule. Source: the Open Molecules 2025 dataset; level of theory: wB97M-V/def2-TZVPD.

Geometry as XYZ:
```
56
Properties=species:S:1:pos:R:3
O 3.030 -0.034 1.081
S 2.176 -0.946 1.777
O 1.218 -0.446 2.718
N 1.436 -1.934 0.649
H 1.649 -1.563 -0.269
C 0.011 -2.160 0.797
H -0.294 -1.705 1.740
H -0.180 -3.237 0.858
C -0.767 -1.576 -0.399
N -0.142 -0.325 -0.822
C -0.443 0.062 -2.187
H -0.316 -0.804 -2.842
C 0.529 1.172 -2.615
N 0.399 2.323 -1.752
C -0.534 3.307 -2.057
C -1.353 3.904 -1.093
C -2.219 4.928 -1.430
C -2.304 5.387 -2.732
C -1.492 4.813 -3.696
C -0.620 3.797 -3.366
H 0.023 3.393 -4.134
H -1.531 5.167 -4.716
H -2.987 6.182 -2.991
H -2.842 5.363 -0.662
H -1.331 3.571 -0.068
C 0.638 1.926 -0.382
C -0.317 0.813 0.067
H -0.064 0.525 1.086
H -1.357 1.182 0.043
H 0.562 2.787 0.279
H 1.662 1.543 -0.318
H 0.333 1.440 -3.652
H 1.555 0.798 -2.532
H -1.478 0.434 -2.293
C -2.252 -1.458 -0.142
C -3.157 -1.831 -1.132
C -4.514 -1.647 -0.926
C -4.922 -1.082 0.272
N -4.076 -0.722 1.221
C -2.784 -0.903 1.021
H -2.149 -0.587 1.837
H -5.968 -0.909 0.487
H -5.233 -1.931 -1.678
H -2.800 -2.266 -2.056
H -0.624 -2.267 -1.242
C 3.219 -2.128 2.650
C 3.258 -3.463 2.303
C 4.078 -4.314 3.026
C 4.855 -3.866 4.081
C 4.812 -2.526 4.425
C 3.993 -1.671 3.703
F 3.950 -0.377 4.030
H 5.402 -2.138 5.240
H 5.481 -4.560 4.619
F 4.121 -5.615 2.691
H 2.662 -3.827 1.483
```

Results
Kohn-Sham gap in eV: 8.054
Calculated total energy in eV: -50565.2892
SMILES string: O=S(=O)(NC[C@@H](c1cccnc1)N1CCN(c2ccccc2)CC1)c1cc(F)ccc1F
LUMO level in eV: 0.4941
Total charge: 0
Molar mass in u: 458.53



[2]
A single C23H24FN5O molecule in a non-equilibrium geometry. Source: the Open Molecules 2025 dataset; level of theory: wB97M-V/def2-TZVPD.

Geometry as XYZ:
```
54
Properties=species:S:1:pos:R:3
O -2.196 -1.895 1.320
C -0.976 -1.893 1.352
C -0.092 -2.259 0.286
C 1.296 -2.211 0.423
N 1.894 -1.873 1.593
C 1.099 -1.537 2.545
N -0.260 -1.480 2.487
C -1.021 -0.961 3.606
H -0.912 -1.639 4.459
H -2.068 -0.963 3.292
C -0.606 0.458 4.085
N -0.756 1.596 3.232
C -2.072 2.001 2.798
C -2.442 1.486 1.404
N -1.437 1.893 0.431
C -0.120 1.417 0.821
C 0.235 1.903 2.229
H 1.201 1.490 2.525
H 0.321 2.997 2.190
H 0.613 1.817 0.116
H -0.064 0.318 0.767
C -1.797 1.403 -0.894
C -0.781 1.793 -1.930
C -0.023 0.833 -2.586
C 0.922 1.202 -3.528
C 1.119 2.540 -3.822
C 0.370 3.505 -3.169
C -0.574 3.135 -2.229
H -1.155 3.882 -1.711
H 0.523 4.551 -3.395
H 1.856 2.830 -4.557
H 1.505 0.442 -4.027
H -0.168 -0.213 -2.359
H -2.767 1.844 -1.147
H -1.916 0.303 -0.889
H -3.398 1.924 1.104
H -2.565 0.392 1.419
H -2.813 1.666 3.526
H -2.080 3.097 2.769
H -1.213 0.643 4.979
H 0.442 0.432 4.400
H 1.543 -1.269 3.493
C 1.845 -2.570 -0.843
C 3.145 -2.684 -1.330
C 3.284 -3.044 -2.649
C 2.202 -3.295 -3.496
C 0.912 -3.188 -3.025
C 0.736 -2.825 -1.694
N -0.419 -2.635 -0.987
H -1.360 -2.756 -1.323
H 0.067 -3.376 -3.669
H 2.398 -3.571 -4.520
F 4.526 -3.165 -3.168
H 3.999 -2.494 -0.702
```

Results
Kohn-Sham gap in eV: 8.320
Calculated total energy in eV: -36457.0060
SMILES string: O=c1c2[nH]c3ccc(F)cc3c2ncn1CCN1CCN(Cc2ccccc2)CC1
LUMO level in eV: 0.1788
Total charge: 0
Molar mass in u: 405.48



[3]
A single C23H24N2O4S molecule. Source: the Open Molecules 2025 dataset; level of theory: wB97M-V/def2-TZVPD.

Geometry as XYZ:
```
54
Properties=species:S:1:pos:R:3
C 2.463 1.835 3.242
C 2.039 0.448 3.710
C 0.753 0.452 4.538
C -0.493 0.796 3.718
C -0.783 -0.263 2.712
N -0.424 -1.521 2.838
C -0.834 -2.154 1.722
C -1.491 -1.276 0.882
C -2.157 -1.403 -0.376
C -1.903 -2.262 -1.383
C -2.754 -2.124 -2.575
O -3.660 -1.328 -2.685
O -2.443 -2.971 -3.570
H -3.029 -2.811 -4.324
C -0.738 -3.214 -1.427
C 0.518 -2.426 -1.618
C 1.561 -2.263 -0.763
C 2.570 -1.415 -1.275
C 2.280 -0.941 -2.511
S 0.761 -1.516 -3.076
H 2.849 -0.276 -3.131
H 3.475 -1.179 -0.744
H 1.613 -2.733 0.203
H -0.875 -3.909 -2.257
H -0.670 -3.786 -0.504
H -2.971 -0.710 -0.552
N -1.464 -0.065 1.554
C -1.930 1.171 0.981
C -1.141 1.504 -0.263
C -1.781 1.882 -1.438
C -1.049 2.171 -2.572
C 0.340 2.087 -2.542
C 0.983 1.709 -1.366
C 0.246 1.416 -0.239
H 0.751 1.105 0.663
H 2.059 1.655 -1.355
C 1.160 2.366 -3.740
O 2.349 2.171 -3.814
O 0.457 2.867 -4.765
H 1.044 3.025 -5.520
H -1.548 2.451 -3.487
H -2.858 1.937 -1.468
H -1.812 1.965 1.724
H -2.997 1.094 0.744
H -0.678 -3.208 1.613
H -0.361 1.764 3.227
H -1.353 0.878 4.390
H 0.609 -0.538 4.969
H 0.850 1.172 5.352
H 2.836 0.026 4.327
H 1.906 -0.214 2.853
H 2.586 2.501 4.094
H 1.729 2.277 2.572
H 3.411 1.783 2.712
```

Results
Kohn-Sham gap in eV: 8.230
Calculated total energy in eV: -46247.4610
SMILES string: CCCCc1ncc(/C=C(\Cc2cccs2)C(=O)O)n1Cc1ccc(C(=O)O)cc1
LUMO level in eV: 0.0680
Total charge: 0
Molar mass in u: 424.52



[4]
2 unconnected molecules or ions with the total composition C23H24N2O4S2 in a non-equilibrium geometry. Source: the Open Molecules 2025 dataset; level of theory: wB97M-V/def2-TZVPD.

Geometry as XYZ:
```
55
Properties=species:S:1:pos:R:3
C 0.664 5.010 4.427
C -0.426 4.918 3.586
C -1.106 3.723 3.468
C -0.699 2.633 4.195
S -1.607 1.095 4.056
C -0.357 0.038 3.335
C -0.022 -1.036 4.001
S 0.421 0.375 1.757
C 2.154 0.521 2.228
C 2.647 1.740 2.623
C 3.980 1.868 2.955
C 4.815 0.772 2.895
C 4.314 -0.453 2.505
C 2.982 -0.575 2.167
O 0.354 -0.929 0.997
O 0.036 1.768 1.325
O -1.755 0.586 5.474
O -2.803 1.316 3.162
C 0.390 2.715 5.030
C 1.075 3.906 5.144
H 1.192 5.945 4.525
H -0.753 5.777 3.026
H -1.954 3.623 2.808
H 0.710 -1.728 3.626
H -0.484 -1.257 4.948
H 1.985 2.590 2.642
H 4.369 2.830 3.245
H 5.859 0.874 3.142
H 4.963 -1.310 2.449
H 2.582 -1.516 1.824
H 0.690 1.847 5.594
H 1.929 3.972 5.797
C -1.588 -4.402 -6.473
C -2.866 -3.594 -6.792
C -2.841 -2.368 -5.867
N -1.479 -2.279 -5.270
C -1.232 -1.457 -4.119
C -1.936 -1.611 -2.929
C -1.644 -0.796 -1.862
N -0.732 0.162 -1.870
C -0.057 0.295 -3.001
C -0.257 -0.465 -4.127
C -0.851 -3.626 -5.371
H -1.826 -5.423 -6.152
H -0.961 -4.501 -7.367
H -2.878 -3.290 -7.846
H -3.773 -4.191 -6.638
H -3.066 -1.441 -6.403
H -3.575 -2.461 -5.061
H -2.692 -2.374 -2.857
H -2.183 -0.931 -0.936
H 0.700 1.063 -3.014
H 0.319 -0.301 -5.021
H -0.943 -4.120 -4.399
H 0.217 -3.522 -5.582
```

Results
Kohn-Sham gap in eV: 7.891
Calculated total energy in eV: -57077.4738
SMILES string: C=C(S(=O)(=O)c1ccccc1)S(=O)(=O)c1ccccc1.c1cc(N2CCCC2)ccn1
LUMO level in eV: -0.2968
Total charge: 0
Molar mass in u: 456.59



[5]
A gas-phase ion, C23H24N3O (charge +1) in a non-equilibrium geometry. Source: the Open Molecules 2025 dataset; level of theory: wB97M-V/def2-TZVPD.

Geometry as XYZ:
```
51
Properties=species:S:1:pos:R:3
C 1.843 -0.565 -2.477
C 0.940 0.493 -1.874
N -0.425 0.433 -2.392
C -1.163 1.540 -2.836
C -0.760 2.846 -3.072
C -1.712 3.734 -3.598
C -3.029 3.309 -3.866
C -3.411 1.978 -3.683
C -2.465 1.101 -3.165
C -2.501 -0.319 -2.970
C -1.216 -0.727 -2.529
C -0.894 -2.073 -2.436
C -1.905 -3.010 -2.698
C -3.201 -2.600 -3.059
C -3.502 -1.247 -3.242
H 2.849 -0.139 -2.530
H 1.906 -1.457 -1.841
H 1.534 -0.823 -3.496
H 1.322 1.492 -2.150
H 0.270 3.143 -2.878
H -1.433 4.769 -3.810
H -3.757 4.034 -4.223
H -4.409 1.601 -3.915
H 0.116 -2.395 -2.213
H -1.682 -4.073 -2.634
H -3.979 -3.348 -3.205
H -4.476 -0.881 -3.582
C 0.627 -0.920 5.934
C 0.330 -0.596 4.470
N 1.504 -0.206 3.701
C 1.323 0.021 2.353
C 0.041 0.220 1.786
C -0.097 0.426 0.428
N 0.986 0.375 -0.398
C 2.233 0.283 0.144
C 2.434 0.069 1.481
C 2.873 -0.480 4.161
C 2.943 -0.674 5.671
O 1.899 -1.549 6.112
H 0.556 0.010 6.533
H -0.093 -1.668 6.285
H -0.143 -1.488 4.018
H -0.410 0.217 4.444
H -0.871 0.204 2.381
H -1.067 0.618 -0.021
H 3.040 0.353 -0.572
H 3.459 -0.087 1.813
H 3.261 -1.398 3.674
H 3.541 0.349 3.877
H 3.867 -1.207 5.926
H 2.906 0.312 6.176
```

Results
Kohn-Sham gap in eV: 7.300
Calculated total energy in eV: -30752.5803
SMILES string: C[C@@H](n1c2ccccc2c2ccccc21)[n+]1ccc(N2CCOCC2)cc1
LUMO level in eV: -3.3699
Total charge: +1
Molar mass in u: 358.46



[6]
A molecular structure, C23H24N3O5PdSi. Source: the Open Molecules 2025 dataset; level of theory: wB97M-V/def2-TZVPD.

Geometry as XYZ:
```
57
Properties=species:S:1:pos:R:3
Pd 0.545 -0.055 -0.073
O -0.905 1.457 3.355
C -0.518 1.227 2.244
N -0.378 -0.013 1.637
C -0.533 -1.243 2.267
O -0.911 -1.437 3.388
C -0.167 -2.381 1.338
C -0.383 -3.689 1.705
C -0.089 -4.691 0.789
C 0.402 -4.344 -0.459
C 0.606 -3.008 -0.762
N 0.329 -2.058 0.128
C -0.132 2.327 1.284
C -0.332 3.653 1.596
C 0.001 4.612 0.648
C 0.508 4.209 -0.577
C 0.682 2.859 -0.826
N 0.372 1.950 0.097
H -0.783 -3.887 2.690
H -0.249 -5.730 1.044
H 0.633 -5.093 -1.203
H 1.001 -2.678 -1.712
H -0.748 3.898 2.563
H -0.143 5.662 0.861
H 0.769 4.925 -1.342
H 1.061 2.487 -1.766
O -1.559 0.210 -4.664
C -0.302 -0.039 -5.086
C -0.012 -0.177 -6.442
C 1.275 -0.441 -6.865
C 2.309 -0.579 -5.944
C 2.026 -0.449 -4.601
C 0.731 -0.176 -4.146
C 0.506 -0.038 -2.693
O 1.480 -0.397 -1.904
O -0.529 0.419 -2.180
H -2.150 0.241 -5.425
H -0.813 -0.073 -7.166
H 1.475 -0.540 -7.924
H 3.317 -0.785 -6.275
H 2.812 -0.553 -3.865
C 4.086 -1.817 -0.652
Si 3.889 -0.124 0.095
C 4.055 1.283 -1.115
C 5.108 0.090 1.499
C 2.258 0.016 1.078
H 5.060 -1.887 -1.144
H 3.322 -2.031 -1.395
H 4.061 -2.586 0.124
H 5.078 1.331 -1.494
H 3.848 2.239 -0.626
H 3.386 1.168 -1.967
H 6.123 0.067 1.094
H 5.029 -0.713 2.234
H 4.983 1.042 2.019
H 2.166 0.966 1.604
H 2.146 -0.786 1.809
```

Results
Kohn-Sham gap in eV: 7.109
Calculated total energy in eV: -50301.4296
LUMO level in eV: -4.1734
Total charge: +1
Molar mass in u: 556.97



[7]
A single C23H24N4O4S molecule in a non-equilibrium geometry. Source: the Open Molecules 2025 dataset; level of theory: wB97M-V/def2-TZVPD.

Geometry as XYZ:
```
56
Properties=species:S:1:pos:R:3
C 5.412 -3.175 -0.376
H 5.663 -2.735 -1.346
O 4.830 -2.228 0.487
C 3.658 -1.643 0.112
C 3.130 -0.700 0.995
C 1.947 -0.054 0.716
C 1.234 -0.336 -0.452
C 1.774 -1.260 -1.339
C 2.970 -1.905 -1.065
H 3.348 -2.611 -1.786
H 1.277 -1.494 -2.267
N 0.014 0.317 -0.683
S -1.003 0.545 0.650
O -2.304 0.847 0.132
O -0.417 1.495 1.548
C -0.994 -1.075 1.400
C -0.370 -1.293 2.610
C -0.318 -2.578 3.122
C -0.883 -3.642 2.430
C -1.516 -3.395 1.213
C -1.571 -2.115 0.695
H -2.063 -1.906 -0.242
H -1.965 -4.214 0.672
C -0.824 -5.037 2.970
H -1.829 -5.440 3.087
H -0.323 -5.062 3.933
H -0.286 -5.685 2.280
H 0.170 -2.756 4.069
H 0.058 -0.456 3.138
C -0.595 0.308 -1.989
H -1.635 0.609 -1.851
H -0.595 -0.688 -2.445
C 0.102 1.303 -2.942
O -0.492 1.280 -4.205
H -1.368 1.703 -4.127
C 0.098 2.718 -2.327
N -1.239 3.122 -1.997
C -1.727 3.655 -0.846
C -1.155 4.074 0.349
C -2.017 4.568 1.298
C -3.400 4.658 1.075
C -3.974 4.261 -0.107
C -3.121 3.752 -1.085
N -3.358 3.279 -2.338
N -2.256 2.914 -2.851
H -5.035 4.328 -0.286
H -4.024 5.052 1.864
H -1.622 4.894 2.248
H -0.095 3.997 0.531
H 0.697 2.726 -1.415
H 0.527 3.415 -3.056
H 1.145 0.997 -3.087
H 1.565 0.685 1.398
H 3.675 -0.482 1.899
H 6.325 -3.501 0.118
H 4.755 -4.038 -0.528
```

Results
Kohn-Sham gap in eV: 8.690
Calculated total energy in eV: -49224.9075
SMILES string: COc1ccc(N(C[C@@H](O)Cn2nnc3ccccc32)S(=O)(=O)c2ccc(C)cc2)cc1
LUMO level in eV: 0.4817
Total charge: 0
Molar mass in u: 452.54



[8]
A single C23H24N4OS molecule. Source: the Open Molecules 2025 dataset; level of theory: wB97M-V/def2-TZVPD.

Geometry as XYZ:
```
53
Properties=species:S:1:pos:R:3
C 3.683 3.772 1.462
C 2.927 3.332 0.241
O 2.418 4.104 -0.534
C 2.872 1.845 0.074
C 1.731 1.092 0.219
N 0.489 1.583 0.527
C -0.140 2.620 -0.272
C -1.083 1.994 -1.302
N -2.096 1.203 -0.629
C -1.473 0.129 0.116
C -0.519 0.744 1.144
H -0.053 -0.019 1.772
H -1.110 1.397 1.795
H -2.252 -0.439 0.630
H -0.931 -0.565 -0.561
C -3.131 0.718 -1.527
C -4.290 0.152 -0.752
C -4.819 0.872 0.313
C -5.886 0.372 1.036
C -6.440 -0.853 0.700
C -5.920 -1.574 -0.360
C -4.847 -1.076 -1.079
H -4.442 -1.645 -1.905
H -6.348 -2.529 -0.627
H -7.276 -1.242 1.262
H -6.290 0.939 1.862
H -4.379 1.824 0.568
H -2.741 -0.039 -2.232
H -3.481 1.573 -2.115
H -1.575 2.792 -1.861
H -0.494 1.385 -2.014
H 0.613 3.217 -0.780
H -0.715 3.262 0.401
N 1.865 -0.285 0.153
C 3.087 -0.878 -0.029
N 4.149 -0.189 -0.237
C 4.109 1.172 -0.251
S 5.499 1.979 -0.644
C 3.172 -2.340 -0.007
C 4.310 -2.941 -0.548
C 4.440 -4.315 -0.552
C 3.440 -5.110 -0.014
C 2.314 -4.523 0.537
C 2.176 -3.146 0.543
H 1.299 -2.716 1.008
H 1.539 -5.139 0.969
H 3.540 -6.185 -0.018
H 5.323 -4.770 -0.975
H 5.075 -2.301 -0.957
H 1.036 -0.859 0.191
H 3.602 4.849 1.578
H 3.297 3.262 2.342
H 4.729 3.498 1.342
```

Results
Kohn-Sham gap in eV: 7.451
Calculated total energy in eV: -43083.5893
SMILES string: CC(=O)c1c(N2CCN(Cc3ccccc3)CC2)[nH]c(-c2ccccc2)nc1=S
LUMO level in eV: -0.1875
Total charge: 0
Molar mass in u: 404.54